Entry 1:
Computed, not measured: a 3-piece molecular cluster, C3H11NO2 overall in a non-equilibrium geometry, with ωB97M-V/def2-TZVPD.

Positions of all 17 atoms, in Å:
C -1.156 0.562 3.300
C -0.542 0.636 2.116
C -1.208 0.985 0.830
N 0.784 0.219 1.982
H -0.651 0.136 4.157
H -2.202 0.824 3.388
H -2.219 0.607 0.694
H -0.651 0.630 -0.034
H -1.269 2.070 0.737
H 1.293 0.638 1.217
H 1.374 0.153 2.792
O -1.994 -1.739 -6.773
H -1.088 -1.508 -6.557
H -2.332 -2.303 -6.074
O 4.296 -0.838 -0.575
H 4.132 0.088 -0.369
H 3.434 -1.159 -0.830

Summary:
Energy relative to the best compared isomer or geometry (same formula, charge and spin) (kJ/mol): 68.4
HOMO-LUMO gap (Eh): 0.3182
HOMO level (eV): -8.2


Entry 2:
Computed, not measured: a 3-piece molecular cluster, C3H11NO2 overall in a non-equilibrium geometry, with ωB97M-V/def2-TZVPD.

Positions of all 17 atoms, in Å:
C 1.004 0.521 0.726
C 0.790 0.767 -0.807
C -0.027 -0.316 -1.554
O -2.065 0.581 0.072
N 1.473 -0.703 0.933
H -0.059 0.576 1.139
H 1.586 1.300 1.199
H 1.757 0.949 -1.241
H 0.413 -0.553 -2.512
H -1.036 0.057 -1.495
H 0.036 -1.227 -0.984
H 0.168 1.672 -0.840
H -0.528 -1.837 1.132
H 2.358 -0.657 1.468
H -1.639 -0.719 1.043
H -2.866 1.141 0.208
O -1.364 -1.550 1.514

Summary:
Energy relative to the best compared isomer or geometry (same formula, charge and spin) (kJ/mol): 622.5
HOMO-LUMO gap (Eh): 0.1822
HOMO level (eV): -9.0


Entry 3:
Computed, not measured: a 2-piece molecular cluster, C3H11NO2 overall in a non-equilibrium geometry, with ωB97M-V/def2-TZVPD.

Positions of all 17 atoms, in Å:
C 1.521 1.792 0.365
C 0.617 2.520 -0.635
O 0.986 2.235 -2.003
H 2.267 2.422 0.823
H 1.917 0.921 -0.143
H 0.855 1.381 1.114
H -0.383 2.085 -0.581
H 0.510 3.582 -0.439
H 1.457 3.003 -2.340
N -0.762 -3.114 0.059
C -1.577 -2.238 0.802
O -0.920 -1.186 1.470
H -0.371 -2.761 -0.788
H -0.504 -4.021 0.379
H -2.145 -2.733 1.572
H -2.361 -1.818 0.163
H -0.707 -0.459 0.867

Summary:
Energy relative to the best compared isomer or geometry (same formula, charge and spin) (kJ/mol): 98.3
HOMO-LUMO gap (Eh): 0.3691
HOMO level (eV): -9.2


Entry 4:
Computed, not measured: a 3-piece molecular cluster, C3H11NO2 overall in a non-equilibrium geometry, with ωB97M-V/def2-TZVPD.

Positions of all 17 atoms, in Å:
N 1.191 -0.196 -1.099
C -0.121 0.238 -0.787
C -1.768 0.519 0.961
C -0.454 0.273 0.641
H 1.435 -0.032 -2.070
H 1.319 -1.184 -0.924
H -0.901 -0.464 -1.189
H -0.350 1.203 -1.233
H -2.157 0.229 1.927
H -2.523 0.881 0.268
H 0.297 -0.066 1.350
H 2.477 2.285 1.247
H 2.651 1.479 -0.050
O 3.031 2.192 0.467
H -2.687 -2.083 -0.387
H -2.228 -3.521 -0.378
O -2.007 -2.656 -0.015

Summary:
Spin multiplicity: 2
Energy relative to the best compared isomer or geometry (same formula, charge and spin) (kJ/mol): 175.9
Total charge: +1
HOMO-LUMO gap (spin up / spin down) (Eh): 0.3523 / 0.2028
Expectation value of S²: 0.762
HOMO level (spin up / spin down) (eV): -14.5 / -14.5


Entry 5:
Computed, not measured: a 2-piece molecular cluster, C3H11NO2S2 overall in a non-equilibrium geometry, with ωB97M-V/def2-TZVPD.

Positions of all 19 atoms, in Å:
N -0.488 -0.854 1.596
C 0.083 -0.200 0.430
C 1.551 0.252 0.586
O 1.751 0.983 1.785
C 0.026 -1.131 -0.778
S -1.517 -1.140 -1.757
S -3.058 -0.790 -0.408
H -0.424 -0.225 2.382
H 0.154 -1.597 1.877
H -0.510 0.688 0.191
H 2.220 -0.601 0.682
H 1.780 0.873 -0.280
H 1.222 1.786 1.817
H 0.255 -2.144 -0.441
H 0.781 -0.865 -1.508
H -2.694 -1.571 0.628
O -0.069 2.148 -2.467
H -0.894 1.725 -2.652
H -0.168 2.660 -1.683

Summary:
Energy relative to the best compared isomer or geometry (same formula, charge and spin) (kJ/mol): 34.4
HOMO-LUMO gap (Eh): 0.3231
HOMO level (eV): -8.4


Entry 6:
Computed, not measured: C3H11NO2Si as an isolated structure in a non-equilibrium geometry, with ωB97M-V/def2-TZVPD.

Positions of all 18 atoms, in Å:
C 2.317 0.393 0.006
C -0.227 -2.302 -0.274
C -1.213 1.292 1.562
N -1.433 1.046 -1.490
O 1.289 0.528 -0.960
O -1.075 -1.215 0.110
Si -0.878 0.360 -0.030
H 2.045 0.152 1.082
H 3.075 1.237 0.085
H 2.914 -0.571 -0.300
H 0.146 -2.897 0.580
H 0.658 -2.055 -0.807
H -0.774 -2.972 -0.980
H -1.934 2.051 1.409
H -1.553 0.625 2.266
H -0.245 1.706 1.896
H -2.020 0.702 -2.333
H -1.091 1.918 -1.823

Summary:
Energy relative to the best compared isomer or geometry (same formula, charge and spin) (kJ/mol): 329.1
HOMO-LUMO gap (Eh): 0.3290
HOMO level (eV): -8.3


Which value of energy relative to the best compared isomer or geometry (same formula, charge and spin) does entry 6 give?
329.1 kJ/mol